2 unconnected molecules or ions with the total composition C35H37BF3NO2S in a non-equilibrium geometry. Source: OMol25; level of theory: ωB97M-V/def2-TZVPD.

CARTESIAN COORDINATES (ANGSTROEM)
C -4.8760 0.7797 3.1716
C -3.8728 1.3116 2.2022
C -4.1502 1.7529 0.9027
C -3.0331 2.2198 0.2078
C -1.8518 2.5005 1.0036
B -0.4227 0.8196 0.1548
C -1.0328 0.3718 -1.2305
C -1.2430 1.2786 -2.2650
C -1.6495 0.8303 -3.5298
C -1.7554 -0.5300 -3.7634
C -2.0802 -1.0532 -5.1376
F -1.1629 -2.0059 -5.5171
F -3.3018 -1.6556 -5.1888
F -2.0738 -0.0887 -6.0921
C -1.5618 -1.4433 -2.7399
C -1.2222 -0.9931 -1.4664
O 0.7124 1.6363 0.1425
C 1.7326 0.6975 0.5779
C 2.2396 -0.0266 -0.6765
C 2.8756 1.4597 1.1867
C 0.9509 -0.2549 1.5879
C 1.4114 -1.7008 1.5787
C 0.9745 0.2406 3.0146
O -0.4180 -0.1835 1.1417
S -2.2115 1.5383 2.5105
H -5.7017 1.4976 3.3466
H -5.3224 -0.1541 2.7940
H -4.3880 0.5448 4.1301
H -5.1333 1.7090 0.4512
H -3.0825 2.3551 -0.8554
H -1.1040 2.3452 -2.0824
H -1.8822 1.5449 -4.3124
H -1.6783 -2.5012 -2.9302
H -1.0936 -1.7273 -0.6720
H 3.1436 -0.5998 -0.4378
H 1.4883 -0.7029 -1.1069
H 2.4911 0.7217 -1.4420
H 3.6988 0.7707 1.4036
H 3.2354 2.2114 0.4734
H 2.5834 1.9578 2.1119
H 2.4589 -1.7596 1.8944
H 0.8110 -2.2717 2.2962
H 1.3216 -2.1694 0.5949
H 1.9590 0.0730 3.4604
H 0.7174 1.3033 3.0774
H 0.2433 -0.3292 3.5981
C -3.7567 6.7911 -2.1385
N -2.6638 6.0233 -1.5746
C -2.7511 5.1656 -0.5167
C -1.4930 4.6907 -0.1609
C -1.3143 3.8735 1.1066
C -0.0559 4.4101 1.9587
C 1.2630 4.1129 1.6300
C 2.3676 4.7646 2.2053
C 2.2154 5.7225 3.2007
C 3.3852 6.3877 3.8781
C 0.8990 6.0803 3.5164
C -0.2030 5.4617 2.9052
C -0.5331 5.3733 -1.0471
C 0.8600 5.4471 -1.2136
C 1.4029 6.3663 -2.1191
C 0.5944 7.1626 -2.9464
C -0.8043 7.0543 -2.8605
C -1.3238 6.1875 -1.9129
H -3.7514 6.7032 -3.2365
H -4.6835 6.3853 -1.7150
H -3.6573 7.8521 -1.8637
H -3.7155 4.9249 -0.0465
H -2.1142 4.3074 1.7935
H 1.4526 3.4000 0.8458
H 3.3845 4.4838 1.9121
H 3.1249 7.3857 4.2541
H 3.7147 5.8039 4.7507
H 4.2429 6.4882 3.2014
H 0.7735 6.8441 4.2898
H -1.1961 5.8423 3.1789
H 1.5078 4.7709 -0.6625
H 2.4834 6.4565 -2.2097
H 1.0349 7.8645 -3.6622
H -1.4811 7.6455 -3.4703

Its spin multiplicity is 1. For the HOMO-LUMO gap, the calculation gives 0.27119 Eh. The HOMO energy is -0.27678 Eh. The SMILES is Cc1ccc([C@H](c2ccc(C)s2)c2cn(C)c3ccccc23)cc1.CC1(C)OB(c2ccc(C(F)(F)F)cc2)OC1(C)C.